Record 1
Molecular formula: C28H38FeN4
Method: DFT, wB97M-V/def2-TZVPD

Values from the calculation:
- molar mass (g mol⁻¹) = 486.48
- multiplicity = 5
- Kohn-Sham gap (alpha / beta) (eV) = 7.5 / 7.5
- DFT total energy (a.u.) = -2572.4770
- expectation value of S² = 6.0109
- LUMO energy (alpha / beta) (eV) = 0.67 / 0.62
- energy relative to the best compared isomer or geometry (same formula, charge and spin) (kJ/mol) = 0.0

Geometry (Å):
Fe1 0.09 0.29 0.00
N1 0.04 2.28 -0.47
N2 2.33 0.89 -0.45
N3 -0.07 -1.27 1.20
N4 -2.16 0.77 -0.61
C1 -0.09 -0.98 2.65
C2 -0.07 -2.35 -0.90
C3 2.36 2.24 -0.97
C4 1.14 2.93 -0.98
C5 -1.32 -0.09 2.92
C6 3.51 2.81 -1.47
C7 -2.51 4.78 0.59
C8 -2.32 2.16 -0.27
C9 -1.27 4.23 0.32
C10 -3.14 -0.12 -0.01
C11 -2.13 0.58 -2.07
C12 0.07 -6.27 0.73
C13 -3.56 2.73 -0.02
C14 -0.02 -3.43 -1.77
C15 1.16 -0.16 2.99
C16 3.35 0.65 0.58
C17 0.03 -4.71 -1.23
C18 -0.02 -3.79 1.00
C19 -0.15 -2.16 3.62
C20 -0.02 -3.21 -3.26
C21 3.50 4.07 -2.03
C22 2.28 4.75 -2.11
C23 -1.15 2.92 -0.17
C24 0.02 -4.89 0.14
C25 -3.67 4.05 0.40
C26 1.13 4.19 -1.60
C27 2.50 -0.09 -1.54
C28 -0.05 -2.46 0.52
H1 1.13 0.19 4.03
H2 -0.02 -4.16 -3.79
H3 1.71 0.07 -2.29
H4 -0.20 -1.76 4.63
H5 -3.30 0.16 1.03
H6 -1.32 0.28 3.95
H7 -1.96 -0.47 -2.30
H8 -0.37 4.80 0.50
H9 0.73 -2.78 3.54
H10 -4.64 4.48 0.58
H11 -4.46 2.13 -0.14
H12 -2.76 -1.14 -0.04
H13 -4.10 -0.09 -0.53
H14 -1.32 0.77 2.25
H15 0.86 -2.65 -3.57
H16 -3.07 0.89 -2.53
H17 -2.24 -0.66 2.75
H18 0.07 -5.57 -1.89
H19 -0.15 -1.36 -1.35
H20 1.22 0.73 2.35
H21 -0.91 -2.65 -3.57
H22 -1.04 -2.76 3.45
H23 4.37 0.71 0.18
H24 -1.32 1.17 -2.50
H25 0.06 -7.03 -0.05
H26 0.19 4.72 -1.70
H27 2.05 -0.76 2.83
H28 0.97 -6.41 1.34
H29 2.42 -1.10 -1.15
H30 3.21 -0.34 1.00
H31 -0.02 -3.99 2.05
H32 4.41 4.51 -2.42
H33 3.46 0.03 -2.05
H34 4.45 2.25 -1.45
H35 3.24 1.39 1.37
H36 -0.79 -6.45 1.38
H37 -2.57 5.80 0.96
H38 2.24 5.73 -2.57



Record 2
Molecular formula: C28H38IrN2O5P
Method: DFT, wB97M-V/def2-TZVPD

Values from the calculation:
- molar mass (g mol⁻¹) = 705.81
- multiplicity = 2
- Kohn-Sham gap (alpha / beta) (eV) = 6.6 / 4.5
- DFT total energy (a.u.) = -2020.1668
- expectation value of S² = 0.7688
- LUMO energy (alpha / beta) (eV) = -10.67 / -12.78
- net charge = +3
- energy relative to the best compared isomer or geometry (same formula, charge and spin) (kJ/mol) = 123.1

Geometry (Å):
Ir1 0.56 -0.14 0.27
P1 0.95 -0.68 2.60
O1 1.77 0.36 3.48
O2 0.05 -2.27 -0.50
O3 1.69 -1.25 -1.45
O4 1.67 -2.05 2.86
O5 -0.44 -0.64 3.39
N1 -0.48 1.85 0.51
N2 1.96 1.53 -0.46
C1 2.16 -5.83 -2.03
C2 -1.56 -1.46 3.06
C3 2.54 -4.50 -3.98
C4 2.49 3.84 -0.39
C5 -1.96 5.50 2.23
C6 2.69 -5.71 -3.31
C7 1.59 -4.73 -1.37
C8 -1.44 4.24 1.59
C9 4.97 4.82 -2.82
C10 1.63 2.78 -0.11
C11 3.09 1.30 -1.12
C12 -1.73 1.94 0.95
C13 1.26 1.57 4.04
C14 2.00 -3.40 -3.33
C15 3.70 3.62 -1.05
C16 6.00 4.29 -0.55
C17 -1.00 6.69 2.10
C18 -2.25 3.10 1.48
C19 1.84 -2.61 4.19
C20 3.98 2.31 -1.44
C21 1.01 -2.30 -1.30
C22 0.31 2.94 0.53
C23 4.72 4.71 -1.32
C24 -0.14 4.13 1.10
C25 -3.30 5.91 1.60
C26 1.48 -3.52 -2.03
C27 -2.12 5.20 3.74
C28 4.33 6.09 -0.78
H1 -1.41 -2.48 3.43
H2 -3.28 3.11 1.81
H3 1.01 -2.35 4.85
H4 1.91 -3.69 4.06
H5 -0.78 6.89 1.05
H6 -0.09 6.51 2.66
H7 6.42 3.38 -0.98
H8 2.01 -2.42 -3.80
H9 3.29 0.28 -1.41
H10 4.88 2.06 -1.97
H11 5.24 3.86 -3.27
H12 1.73 1.68 5.01
H13 0.53 4.96 1.16
H14 1.54 2.41 3.40
H15 1.27 -4.82 -0.35
H16 -2.42 -1.03 3.56
H17 5.78 4.11 0.50
H18 5.10 6.82 -1.02
H19 -1.18 4.88 4.18
H20 3.15 -6.55 -3.80
H21 2.21 4.84 -0.10
H22 2.82 -4.43 -5.02
H23 3.42 6.44 -1.26
H24 -2.86 4.42 3.90
H25 -4.05 5.12 1.71
H26 4.22 6.07 0.30
H27 0.18 1.51 4.15
H28 2.13 -6.80 -1.57
H29 -2.45 6.10 4.25
H30 6.75 5.07 -0.62
H31 5.78 5.53 -3.01
H32 -3.66 6.81 2.08
H33 -2.35 1.06 0.86
H34 -1.45 7.59 2.50
H35 2.77 -2.24 4.62
H36 4.09 5.17 -3.36
H37 -1.73 -1.49 1.98
H38 -3.19 6.11 0.54



Record 3
Molecular formula: C28H38N11O3PTi
Method: DFT, wB97M-V/def2-TZVPD

Values from the calculation:
- molar mass (g mol⁻¹) = 655.53
- multiplicity = 2
- Kohn-Sham gap (alpha / beta) (eV) = 7.0 / 7.0
- DFT total energy (a.u.) = -3107.8013
- expectation value of S² = 0.7530
- LUMO energy (alpha / beta) (eV) = -8.93 / -8.90
- net charge = +3
- energy relative to the best compared isomer or geometry (same formula, charge and spin) (kJ/mol) = 92.2

Geometry (Å):
Ti1 -0.98 -1.65 0.20
P1 2.55 1.34 -0.96
O1 -1.74 -2.85 1.92
O2 -0.09 -2.79 -1.71
O3 0.62 -3.10 0.79
N1 2.53 2.91 -3.27
N2 -0.18 -0.39 1.82
N3 -0.31 -0.21 -1.05
N4 -1.27 3.72 -2.55
N5 1.96 4.06 -1.22
N6 -2.45 -0.29 0.71
N7 -2.77 -2.41 -0.78
N8 -2.25 0.71 1.59
N9 4.28 3.46 -1.66
N10 1.39 0.48 3.30
N11 -1.14 1.26 -2.80
C1 4.24 2.15 -0.95
C2 0.10 3.39 5.13
C3 1.66 3.91 -2.64
C4 0.39 -3.82 2.02
C5 1.61 2.87 -0.44
C6 -3.80 -1.53 -0.72
C7 -1.23 2.58 -2.65
C8 -1.16 3.52 4.55
C9 -1.08 -4.11 2.12
C10 -1.09 0.64 2.16
C11 -3.03 -2.79 2.57
C12 0.55 1.51 3.75
C13 -5.02 -1.79 -1.32
C14 -0.73 0.53 -1.88
C15 -0.35 -2.43 -3.07
C16 1.29 -3.05 -1.47
C17 1.33 -3.87 -0.21
C18 3.30 4.47 -1.03
C19 3.89 3.30 -3.14
C20 1.00 -0.39 2.39
C21 -1.57 2.64 3.57
C22 -0.71 1.61 3.16
C23 2.27 1.56 -2.80
C24 -4.17 -3.92 -1.98
C25 -2.97 -3.58 -1.39
C26 0.97 2.39 4.73
C27 -5.21 -3.00 -1.96
C28 -3.58 -0.36 0.09
H1 -4.28 -4.88 -2.46
H2 0.62 3.61 -2.76
H3 -2.55 2.72 3.12
H4 3.48 5.42 -1.54
H5 0.80 -4.82 -0.35
H6 0.72 -3.18 2.84
H7 4.06 4.27 -3.61
H8 3.56 4.55 0.02
H9 -2.12 -4.26 -1.42
H10 2.31 0.38 3.71
H11 -1.42 -4.82 1.37
H12 -0.06 -3.25 -3.72
H13 -2.91 -3.01 3.63
H14 -4.36 0.38 0.23
H15 1.95 2.29 5.18
H16 1.71 -1.15 2.09
H17 0.98 -4.73 2.03
H18 0.41 4.08 5.91
H19 2.90 0.85 -3.35
H20 -1.41 -2.24 -3.17
H21 -1.32 -4.50 3.11
H22 1.73 -3.62 -2.29
H23 1.78 3.07 0.62
H24 -5.82 -1.06 -1.27
H25 4.57 2.33 0.08
H26 -6.16 -3.23 -2.43
H27 1.83 -2.11 -1.35
H28 2.34 -4.06 0.14
H29 0.21 -1.53 -3.35
H30 4.57 2.56 -3.57
H31 0.54 2.69 -0.56
H32 4.97 1.49 -1.42
H33 -3.42 -1.79 2.45
H34 1.80 4.87 -3.14
H35 -3.71 -3.52 2.11
H36 5.22 3.85 -1.61
H37 -1.82 4.31 4.88
H38 1.23 1.31 -3.04



Record 4
Molecular formula: C28H38N5O5S2
Method: DFT, wB97M-V/def2-TZVPD

Values from the calculation:
- molar mass (g mol⁻¹) = 588.78
- SMILES string = CCOC(=O)N1CC[NH+](S(=O)(=O)c2ccc(C(=O)N(CCCN(C)C)c3nc4ccc(CC)cc4s3)cc2)CC1
- Kohn-Sham gap (eV) = 6.9
- DFT total energy (a.u.) = -2535.9097
- LUMO energy (eV) = -3.34
- net charge = +1
- energy relative to the best compared isomer or geometry (same formula, charge and spin) (kJ/mol) = 154.4

Geometry (Å):
S1 4.21 -0.95 -1.30
S2 -2.33 2.99 0.52
O1 -2.29 3.89 -0.58
O2 -2.34 3.45 1.86
O3 -0.18 -3.16 -0.37
O4 -6.27 -1.60 0.80
O5 -6.30 -1.21 -1.43
N1 -6.25 0.52 0.01
N2 -4.17 2.38 0.37
N3 2.16 -0.06 0.01
N4 3.61 -2.29 1.51
N5 1.87 -2.25 -0.68
C1 5.21 1.66 -0.91
C2 -0.48 -0.48 1.16
C3 -0.02 -0.82 -0.12
C4 3.02 0.99 -0.07
C5 3.96 -3.64 1.07
C6 -1.06 1.16 -1.02
C7 2.86 -4.32 0.25
C8 2.57 -2.29 2.52
C9 6.03 4.00 -0.58
C10 -1.44 1.50 0.27
C11 -4.53 1.45 1.45
C12 -6.26 -0.85 -0.14
C13 2.47 -3.54 -1.00
C14 2.82 2.27 0.44
C15 -4.45 1.83 -0.96
C16 -5.00 -3.27 -1.67
C17 5.75 4.79 -1.86
C18 -6.38 -2.62 -1.69
C19 -0.37 -0.01 -1.22
C20 5.00 2.93 -0.39
C21 3.81 3.21 0.28
C22 -6.01 1.06 1.32
C23 0.54 -2.19 -0.38
C24 -5.93 1.43 -1.06
C25 2.64 -1.13 -0.54
C26 -1.17 0.69 1.36
C27 4.78 -1.57 1.98
C28 4.22 0.71 -0.75
H1 -0.26 -1.14 1.99
H2 -3.91 0.55 1.35
H3 -6.13 0.94 -2.02
H4 4.48 -0.55 2.23
H5 4.85 -3.54 0.43
H6 -4.34 -2.78 -2.38
H7 -4.69 3.25 0.49
H8 -6.57 2.32 -0.98
H9 1.68 -2.79 2.15
H10 1.97 -4.48 0.86
H11 -4.19 2.57 -1.71
H12 -0.07 -0.30 -2.21
H13 -4.32 1.93 2.41
H14 5.53 -1.54 1.20
H15 1.72 -4.11 -1.56
H16 2.89 -2.79 3.45
H17 3.34 -3.36 -1.63
H18 6.12 1.42 -1.43
H19 -1.30 1.82 -1.84
H20 -6.65 1.93 1.49
H21 5.77 4.14 -2.73
H22 6.49 5.57 -1.99
H23 4.77 5.26 -1.81
H24 -6.83 -2.68 -2.68
H25 3.66 4.21 0.68
H26 7.03 3.55 -0.65
H27 2.32 -1.26 2.75
H28 1.90 2.49 0.96
H29 -5.10 -4.31 -1.94
H30 -7.03 -3.08 -0.95
H31 6.02 4.68 0.27
H32 -1.48 1.00 2.35
H33 -4.57 -3.21 -0.67
H34 3.23 -5.29 -0.06
H35 4.23 -4.28 1.92
H36 -3.83 0.94 -1.10
H37 -6.25 0.28 2.05
H38 5.22 -2.03 2.87



Record 5
Molecular formula: C28H38N5OsPS3Si
Method: DFT, wB97M-V/def2-TZVPD

Values from the calculation:
- molar mass (g mol⁻¹) = 790.14
- Kohn-Sham gap (alpha / beta) (eV) = 5.6 / 5.8
- DFT total energy (a.u.) = -3279.6984
- LUMO energy (alpha / beta) (eV) = -2.14 / -1.87
- energy relative to the best compared isomer or geometry (same formula, charge and spin) (kJ/mol) = 44.1

Geometry (Å):
Os1 -0.89 0.23 0.63
S1 -1.20 -1.57 -0.91
S2 -2.06 -1.04 2.04
S3 -0.46 3.17 4.44
P1 1.52 -0.61 0.54
Si1 -4.02 0.62 -1.11
N1 -2.86 -4.81 -1.34
N2 -0.74 1.46 2.26
N3 -0.57 2.25 -0.32
N4 -2.35 0.99 -0.59
N5 -3.97 -4.17 2.57
C1 -2.28 3.20 -1.72
C2 2.83 1.59 -0.56
C3 2.32 -2.24 -3.71
C4 -0.64 2.17 3.19
C5 3.21 1.17 1.93
C6 -2.53 -2.49 1.25
C7 2.71 -3.01 -2.62
C8 1.81 -1.35 -1.11
C9 -4.80 -0.87 -0.33
C10 -0.50 4.55 -0.88
C11 0.81 -3.08 1.62
C12 -1.77 2.16 -0.92
C13 3.17 -2.46 2.07
C14 1.36 -1.27 3.25
C15 -4.02 0.37 -2.97
C16 1.69 -1.02 -3.50
C17 -0.02 3.47 -0.15
C18 1.75 -1.90 1.90
C19 -3.32 -3.43 1.97
C20 1.04 3.71 0.88
C21 3.02 0.54 0.54
C22 1.43 -0.59 -2.21
C23 4.33 -0.18 0.16
C24 -5.07 2.09 -0.59
C25 -1.60 4.39 -1.71
C26 2.47 -2.56 -1.33
C27 -2.55 -3.86 -0.76
C28 -2.15 -2.68 -0.05
H1 -4.39 -1.82 -0.67
H2 2.51 -2.59 -4.72
H3 0.91 0.35 -2.06
H4 3.51 2.43 -0.37
H5 0.36 -0.87 3.25
H6 -3.19 3.08 -2.28
H7 3.88 -1.72 2.42
H8 0.63 4.37 1.64
H9 2.04 -0.48 3.55
H10 -5.19 2.85 -1.37
H11 2.79 -3.18 -0.51
H12 4.61 -0.97 0.85
H13 1.00 -3.57 0.67
H14 -1.96 5.22 -2.30
H15 -6.07 1.73 -0.33
H16 0.95 -3.82 2.42
H17 4.29 -0.58 -0.84
H18 -5.84 -0.83 -0.65
H19 1.41 -2.05 4.01
H20 -4.66 2.57 0.29
H21 1.92 4.18 0.46
H22 -0.01 5.51 -0.76
H23 -4.80 -0.84 0.76
H24 3.12 -3.23 2.84
H25 -3.52 -0.58 -3.20
H26 1.82 1.97 -0.64
H27 -5.04 0.31 -3.34
H28 -3.50 1.15 -3.51
H29 5.12 0.57 0.19
H30 3.57 -2.93 1.17
H31 1.31 2.78 1.37
H32 3.20 -3.96 -2.78
H33 3.10 1.17 -1.53
H34 3.63 0.46 2.63
H35 -0.23 -2.77 1.65
H36 2.30 1.56 2.37
H37 1.38 -0.42 -4.34
H38 3.92 2.00 1.85



Record 6
Molecular formula: C28H38N8O5PdS2
Method: DFT, wB97M-V/def2-TZVPD

Values from the calculation:
- molar mass (g mol⁻¹) = 737.22
- multiplicity = 5
- Kohn-Sham gap (alpha / beta) (eV) = 7.6 / 6.9
- DFT total energy (a.u.) = -2828.1169
- expectation value of S² = 6.0165
- LUMO energy (alpha / beta) (eV) = 0.29 / -1.85
- energy relative to the best compared isomer or geometry (same formula, charge and spin) (kJ/mol) = 5.6

Geometry (Å):
Pd1 0.90 0.06 0.65
S1 -1.30 -0.93 -1.29
S2 0.67 2.74 2.25
O1 -0.10 1.74 -0.24
O2 -1.41 -1.33 3.70
O3 0.43 3.63 3.38
O4 -0.75 -0.80 1.66
O5 -1.42 1.72 -4.56
N1 -1.79 1.57 -2.35
N2 2.13 -1.69 1.35
N3 -1.98 2.14 0.99
N4 -3.47 0.65 -0.91
N5 4.20 -2.91 0.93
N6 2.19 -4.11 1.56
N7 3.34 -2.74 3.19
N8 0.91 1.20 2.55
C1 2.57 -3.96 2.96
C2 -5.77 0.56 -4.32
C3 3.38 -1.77 0.55
C4 -4.46 -1.56 -0.26
C5 3.66 5.07 0.98
C6 4.15 2.88 0.14
C7 -2.11 0.86 -1.15
C8 2.51 4.59 1.59
C9 -2.12 1.31 -3.65
C10 -3.85 -0.24 0.19
C11 4.53 -2.78 2.35
C12 -3.32 -0.74 -4.41
C13 -3.39 0.57 -3.96
C14 -4.62 1.22 -3.91
C15 -5.78 -1.38 -1.00
C16 1.38 -2.97 1.17
C17 -5.70 -0.75 -4.76
C18 0.35 -0.74 -1.62
C19 -4.47 -1.40 -4.80
C20 4.50 4.23 0.25
C21 2.52 -1.61 2.79
C22 5.72 4.76 -0.44
C23 -0.80 -0.61 2.94
C24 -1.37 1.64 -0.01
C25 -0.04 0.61 3.50
C26 3.01 2.39 0.74
C27 3.41 -4.13 0.75
C28 2.20 3.25 1.47
H1 5.15 -3.63 2.65
H2 0.53 0.29 4.38
H3 -3.75 -2.09 -0.89
H4 3.06 -0.67 2.94
H5 -4.67 2.25 -3.56
H6 6.03 5.72 -0.02
H7 -0.77 1.34 3.85
H8 -6.72 1.07 -4.29
H9 -4.59 0.28 0.82
H10 -6.50 -0.82 -0.39
H11 -2.98 1.98 0.91
H12 5.53 4.90 -1.50
H13 -6.23 -2.35 -1.24
H14 -2.36 -1.24 -4.47
H15 3.17 -4.82 3.27
H16 -2.98 -0.41 0.82
H17 3.92 6.12 1.08
H18 4.02 -4.99 1.04
H19 -4.61 -2.18 0.63
H20 -6.59 -1.26 -5.07
H21 3.14 -4.23 -0.30
H22 5.11 -1.86 2.50
H23 4.79 2.21 -0.41
H24 1.61 -1.59 3.38
H25 0.48 -2.92 1.77
H26 3.10 -1.85 -0.50
H27 2.76 1.33 0.68
H28 1.66 -3.93 3.57
H29 1.88 5.25 2.16
H30 3.94 -0.85 0.70
H31 -5.65 -0.85 -1.94
H32 0.67 0.12 -2.21
H33 -4.02 0.50 -1.75
H34 1.11 -3.05 0.12
H35 -4.42 -2.43 -5.15
H36 6.56 4.06 -0.35
H37 0.85 -1.68 -1.85
H38 -0.90 2.06 -2.27